Density functional theory data (the ωB97M-V functional and the def2-TZVPD basis) for 11 unconnected molecules or ions with the total composition C35H86BBr2F4N22O17S at a distorted geometry.

- LUMO level (eV) = -2.3
- HOMO energy (eV) = -10.106
- F_max (eV/A) = 2.40
- total charge = +1

The geometry in XYZ format:
```
168
Properties=species:S:1:pos:R:3:forces:R:3:mulliken_charge:R:1
C -4.477 -0.300 -1.318 0.347 -0.789 0.018 -1.171
C -3.373 -1.363 -1.474 -0.024 0.819 0.310 -0.602
C -2.970 -1.966 -0.122 -0.438 -0.159 -1.160 0.470
O -1.610 -1.572 0.149 0.163 -0.313 0.388 -0.561
C -1.021 -1.912 1.370 -0.911 0.980 0.464 0.138
C -1.846 -2.739 2.336 0.698 -1.041 0.254 -1.303
C -1.985 -4.231 1.978 0.022 0.327 0.174 0.002
C -3.243 -4.852 2.566 0.226 -0.390 0.067 -0.605
C -3.520 -6.213 1.975 -0.635 -0.439 -0.145 -1.067
O -3.628 -6.134 0.528 0.822 0.270 0.098 -0.339
C -2.922 -7.091 -0.146 -0.444 -1.208 -0.066 0.723
C -1.968 -6.529 -1.164 -0.169 0.029 0.231 -0.484
O -3.067 -8.274 0.053 0.239 1.043 0.157 -0.547
N 0.231 -2.675 0.967 0.012 -0.218 -0.198 0.386
C 1.209 -2.874 2.071 1.134 -0.013 0.258 0.026
C 2.300 -3.916 1.737 -0.711 -0.380 0.102 -1.238
C 1.848 -5.190 2.465 0.607 0.367 0.356 -0.324
F 2.683 -6.277 2.252 -0.485 0.233 -0.163 -0.436
C 1.708 -1.486 2.481 0.000 0.379 -0.300 -0.802
C 2.499 -0.712 1.405 0.366 -0.215 0.162 -0.972
C 3.967 -1.022 1.091 0.193 0.207 -0.668 -0.183
C 4.424 0.036 0.046 -0.564 0.019 0.683 -1.230
C 3.899 -0.261 -1.348 0.645 0.077 -0.312 -0.247
S 4.734 -1.601 -2.222 -1.902 -0.480 -1.381 1.245
O 3.893 -2.769 -2.129 0.461 0.078 0.909 -0.665
O 5.023 -1.191 -3.563 0.617 0.479 0.473 -0.660
O 6.092 -1.846 -1.456 -0.149 -0.194 0.355 -0.381
N 0.585 -0.662 2.919 -0.282 -0.516 0.603 0.681
B 0.434 -0.447 4.378 0.093 0.096 0.476 0.788
O 0.930 0.723 4.901 0.708 -0.692 -0.164 -0.679
C -0.219 -1.447 5.413 -0.481 0.812 -0.053 0.110
C -0.186 -0.957 6.866 -0.343 -0.845 0.053 -1.672
C -0.556 -0.567 2.026 0.756 0.068 -0.832 0.037
C -1.762 0.146 2.602 -0.756 0.481 -0.518 -0.952
C -1.602 1.662 2.861 0.810 -1.008 0.192 -1.475
C -2.257 2.610 1.889 -0.133 0.787 0.467 1.083
F -1.760 3.863 2.182 -0.318 -0.301 -0.167 -0.313
Br -1.822 2.306 0.030 0.036 -0.262 0.103 -0.086
C -3.821 2.636 2.101 -0.243 0.477 0.380 -0.065
F -4.484 2.802 0.939 0.088 -0.398 0.620 0.004
F -4.202 1.472 2.691 -0.094 0.246 -0.785 -0.177
Br -4.444 4.050 3.328 0.429 -0.421 -0.394 -0.075
H -4.309 0.289 -0.417 0.096 0.296 -0.128 -0.007
H -5.437 -0.782 -1.177 -0.173 0.104 -0.122 0.448
H -4.500 0.329 -2.203 -0.207 0.186 0.074 0.485
H -2.499 -0.871 -1.903 0.166 -0.228 -0.068 0.222
H -3.709 -2.134 -2.163 0.119 -0.104 -0.041 0.436
H -3.056 -3.048 -0.202 0.095 -0.106 0.378 -0.177
H -3.667 -1.581 0.620 0.188 -0.072 0.372 0.248
H -2.809 -2.297 2.560 -0.106 0.221 -0.366 1.112
H -1.306 -2.725 3.285 -0.114 0.265 0.115 0.012
H -1.137 -4.749 2.431 0.111 -0.181 -0.110 -0.080
H -1.931 -4.412 0.905 -0.197 0.080 -0.132 -0.171
H -3.080 -5.016 3.632 -0.201 0.136 0.039 0.257
H -4.112 -4.199 2.489 -0.003 0.069 -0.250 0.640
H -4.455 -6.621 2.355 -0.038 0.037 0.079 0.492
H -2.743 -6.935 2.234 0.111 0.040 -0.051 0.388
H -1.280 -5.865 -0.638 0.019 0.141 -0.122 -0.183
H -2.521 -5.960 -1.909 0.079 0.090 -0.055 0.302
H -1.398 -7.329 -1.621 -0.097 -0.065 -0.115 0.364
H -0.034 -3.554 0.511 -0.148 0.000 0.209 0.482
H 0.652 -2.114 0.218 0.057 -0.035 0.053 0.736
H 0.699 -3.282 2.940 -0.569 0.212 -0.090 0.286
H 2.395 -4.075 0.662 0.216 0.004 -0.052 0.501
H 3.257 -3.624 2.160 0.135 0.166 -0.225 0.433
H 0.822 -5.454 2.214 0.004 -0.291 -0.113 0.057
H 1.928 -4.986 3.536 -0.320 -0.039 0.038 0.392
H 2.354 -1.646 3.348 0.138 -0.013 -0.002 0.868
H 1.970 -0.698 0.450 -0.257 0.080 0.041 0.044
H 2.490 0.318 1.758 -0.160 0.110 -0.031 0.527
H 4.124 -2.005 0.643 -0.179 -0.212 0.224 0.026
H 4.591 -0.961 1.981 -0.029 0.006 0.109 0.287
H 3.952 0.969 0.359 0.134 0.209 -0.133 0.591
H 5.493 0.226 0.067 0.109 -0.230 -0.138 0.493
H 2.857 -0.565 -1.339 -0.049 -0.128 -0.076 0.199
H 3.955 0.591 -2.024 0.146 0.116 0.067 0.170
H 5.938 -2.561 -0.807 0.284 -0.113 -0.064 0.274
H 1.678 1.016 4.355 -0.586 0.510 -0.030 0.327
H 0.165 -2.466 5.320 0.077 -0.051 -0.087 0.337
H -1.281 -1.503 5.141 -0.013 -0.290 -0.132 0.060
H 0.817 -0.954 7.284 0.075 0.333 -0.036 0.354
H -0.768 -1.654 7.474 0.043 0.012 0.120 0.430
H -0.676 0.007 6.961 0.290 0.219 0.027 0.348
H -0.246 0.041 1.162 -0.063 -0.057 -0.100 -0.085
H -2.535 0.048 1.838 -0.066 -0.185 0.023 0.396
H -2.175 -0.335 3.485 0.174 -0.092 0.115 0.452
H -0.536 1.887 2.873 -0.018 0.303 -0.026 0.313
H -1.978 1.870 3.861 -0.040 0.328 0.001 0.430
C 3.423 2.439 -4.792 -0.127 0.043 -0.124 0.730
O 2.373 2.044 -4.298 -0.114 -0.091 0.163 -0.663
N 4.520 1.636 -4.798 0.254 0.151 0.187 -0.224
N 3.549 3.674 -5.350 -0.004 0.001 0.161 -0.378
H 5.413 1.878 -5.184 -0.055 0.009 -0.108 0.173
H 4.396 0.731 -4.383 0.234 -0.209 -0.149 0.168
H 2.737 4.265 -5.349 0.034 0.036 0.011 0.189
H 4.396 4.012 -5.765 -0.019 -0.073 -0.088 0.140
C -4.684 -4.358 6.500 -0.106 -0.017 0.148 0.643
O -3.927 -4.779 5.636 0.080 0.076 -0.011 -0.661
N -5.952 -4.832 6.649 -0.005 -0.006 -0.074 -0.404
N -4.314 -3.383 7.381 0.035 0.056 -0.073 -0.375
H -6.588 -4.505 7.351 0.020 -0.003 0.014 0.160
H -6.251 -5.553 6.018 0.006 -0.005 0.026 0.225
H -3.383 -3.019 7.301 -0.002 -0.032 0.031 0.202
H -4.916 -3.026 8.099 -0.006 -0.029 0.004 0.159
C 9.711 -0.848 -3.468 -0.048 -0.013 0.085 0.568
O 10.331 -1.127 -4.474 0.036 -0.005 -0.068 -0.637
N 8.591 -1.532 -3.077 0.169 -0.003 -0.090 -0.211
N 10.084 0.180 -2.639 -0.006 0.051 -0.022 -0.349
H 8.064 -1.318 -2.255 -0.020 0.024 0.018 0.136
H 8.292 -2.289 -3.664 -0.018 0.042 -0.014 0.148
H 10.902 0.701 -2.897 0.001 -0.028 -0.004 0.207
H 9.590 0.428 -1.804 0.001 -0.033 0.006 0.155
C -5.205 6.918 -0.328 0.206 0.177 0.166 0.484
O -6.082 7.647 -0.775 -0.089 -0.103 -0.166 -0.776
N -5.491 5.754 0.327 -0.219 -0.042 -0.046 -0.265
N -3.883 7.217 -0.418 -0.254 -0.319 -0.202 -0.240
H -4.791 5.139 0.693 0.030 0.097 -0.027 0.096
H -6.460 5.524 0.450 0.018 -0.008 -0.056 0.203
H -3.634 8.079 -0.864 0.029 0.076 0.118 0.222
H -3.147 6.637 -0.049 0.041 0.279 -0.027 0.256
C 5.917 -6.425 0.316 0.112 0.014 0.027 0.677
O 6.066 -5.233 0.570 0.093 0.399 -0.165 -0.691
N 4.803 -7.075 0.730 -0.096 0.088 -0.042 -0.300
N 6.844 -7.148 -0.369 0.003 0.066 -0.020 -0.400
H 4.618 -8.048 0.576 0.034 0.012 0.003 0.178
H 4.147 -6.502 1.237 0.181 -0.451 -0.155 0.254
H 7.672 -6.670 -0.672 -0.006 -0.011 0.017 0.244
H 6.739 -8.122 -0.581 -0.022 -0.004 0.017 0.162
C -0.136 7.456 0.173 0.079 0.072 -0.018 0.655
O -1.258 6.981 0.282 0.150 -0.064 0.044 -0.698
N 0.976 6.675 0.121 0.094 -0.117 0.117 -0.370
N 0.080 8.798 0.099 -0.084 0.046 0.029 -0.403
H 1.905 7.037 0.022 -0.007 0.027 -0.085 0.165
H 0.840 5.682 0.165 -0.020 0.017 -0.055 0.180
H -0.724 9.397 0.139 0.020 -0.008 0.007 0.213
H 0.989 9.212 0.013 -0.003 -0.045 -0.032 0.162
C -8.151 0.555 0.410 -0.123 0.024 -0.061 0.606
O -7.276 0.140 -0.332 -0.087 0.048 0.173 -0.615
N -9.407 0.020 0.427 0.005 -0.076 0.030 -0.415
N -7.945 1.590 1.279 0.064 -0.010 0.071 -0.354
H -10.142 0.347 1.023 0.007 0.029 -0.018 0.156
H -9.591 -0.737 -0.205 0.001 0.032 -0.012 0.233
H -7.035 2.010 1.285 0.011 0.017 -0.041 0.196
H -8.651 1.949 1.893 -0.020 -0.004 -0.033 0.161
C 2.547 -0.906 -7.452 0.075 -0.104 0.074 0.615
O 2.079 0.092 -7.963 -0.015 0.068 -0.046 -0.635
N 2.785 -1.002 -6.107 -0.092 0.069 0.112 -0.211
N 2.878 -2.018 -8.182 -0.020 -0.017 -0.036 -0.382
H 3.175 -1.814 -5.666 0.054 0.016 -0.039 0.134
H 2.551 -0.202 -5.543 -0.063 0.020 -0.042 0.104
H 2.717 -1.980 -9.172 0.002 0.016 0.013 0.222
H 3.267 -2.850 -7.782 0.008 0.020 0.018 0.155
C -4.774 8.778 -4.454 -0.103 -0.129 0.042 0.548
O -4.766 9.391 -5.507 0.059 0.066 -0.060 -0.660
N -3.637 8.195 -3.945 0.111 0.097 0.054 -0.291
N -5.892 8.604 -3.698 0.033 -0.076 -0.051 -0.263
H -3.621 7.667 -3.093 -0.065 -0.102 -0.017 0.154
H -2.793 8.295 -4.477 -0.034 -0.009 -0.021 0.176
H -6.745 8.997 -4.048 0.030 0.026 0.001 0.175
H -5.899 8.110 -2.819 -0.079 0.121 0.155 0.179
C 4.251 7.638 -4.648 0.019 0.002 -0.050 0.632
O 3.226 7.193 -4.163 -0.041 -0.034 0.052 -0.635
N 5.416 6.916 -4.661 0.040 -0.101 -0.017 -0.382
N 4.320 8.877 -5.214 -0.010 0.049 0.030 -0.393
H 6.279 7.245 -5.052 -0.025 0.048 -0.007 0.169
H 5.382 6.003 -4.247 -0.003 0.027 0.036 0.227
H 3.480 9.425 -5.220 0.002 -0.021 -0.021 0.225
H 5.154 9.258 -5.618 0.003 -0.020 -0.005 0.161
```
Forces are in eV/Å.